(1)
C3H14O4 | ωB97M-V with the def2-TZVPD basis set

```
! RIJCOSX wB97M-V def2-TZVPD def2/J DEFGRID3
* xyz 0 1
O 0.51 -2.75 1.29
O -1.45 0.72 -2.65
O 2.67 0.12 -0.22
O 0.33 -2.20 -1.78
C 0.72 1.76 1.20
C -1.60 0.93 1.19
C -0.45 1.62 0.55
H 1.59 2.28 0.75
H -2.27 0.22 -2.65
H 1.88 0.08 0.34
H -2.49 1.53 1.38
H -0.51 2.04 -0.43
H 1.24 -2.93 1.90
H -1.34 0.74 2.25
H -0.16 -1.37 -1.77
H 0.57 -1.82 1.06
H -0.98 0.20 -3.32
H 0.23 -2.33 -0.83
H 2.53 -0.39 -1.02
H -1.96 0.11 0.58
H 0.95 1.45 2.19
*
```

Calculated values
SMILES   C=CC.O.O.O.O
M   114.1 g mol⁻¹
LUMO   0.0128 Eh
Total energy   -11526.9253 eV
Relative energy (zero: lowest compared OMol25 entry of this formula, charge and spin)   38.8 kcal per mole
Maximum force   1.9 eV/A

---

(2)
C32H43N6O2PPdTe | ωB97M-V with the def2-TZVPD basis set

```
! RIJCOSX wB97M-V def2-TZVPD def2/J DEFGRID3
* xyz 2 3
Te -2.49 -0.31 -1.78
Pd -0.32 -0.30 -0.22
P 1.29 2.41 -1.41
O 0.93 0.09 1.64
O 0.09 1.81 -0.67
N -3.63 -5.54 1.82
N -0.28 1.79 2.43
N -0.35 -2.31 0.65
N 2.22 3.41 -0.52
N 2.30 1.15 -1.83
N 0.89 3.24 -2.76
C -4.71 -2.24 -1.15
C 2.52 3.12 0.89
C -2.70 -3.35 -1.92
C 4.21 -0.09 -2.32
C 2.22 4.88 -0.63
C -2.13 -0.43 -3.84
C -2.79 0.14 -6.07
C 0.62 0.83 2.59
C -0.30 2.51 -4.67
C -0.17 -4.87 1.73
C -0.34 4.04 -2.77
C -1.13 -1.26 -4.33
C -5.33 -3.48 -1.02
C -1.45 -3.02 0.91
C -4.65 -4.64 -1.34
C -1.40 -4.30 1.44
C 1.25 0.66 3.94
C 1.80 -0.14 -2.18
C 1.10 2.85 -4.16
C 3.72 1.08 -1.48
C -2.63 -5.00 1.67
C -2.97 0.27 -4.70
C -1.25 3.37 -3.81
C 1.51 5.32 0.64
C -3.34 -4.58 -1.79
C -0.96 -1.38 -5.71
C 3.02 -1.05 -2.33
C -1.79 -0.68 -6.57
C 0.97 -4.12 1.48
C 2.07 4.35 1.69
C -3.39 -2.19 -1.59
C 0.84 -2.85 0.95
H -3.44 0.68 -6.75
H -3.76 0.91 -4.32
H 0.55 0.16 4.61
H -0.08 5.06 -3.08
H 3.26 5.22 -0.64
H 1.50 3.72 -4.68
H 0.44 5.19 0.52
H -5.14 -5.59 -1.24
H 1.70 6.36 0.89
H 1.75 5.20 -1.56
H 3.60 2.96 0.99
H 4.21 2.02 -1.72
H 5.11 -0.54 -1.92
H -1.66 -0.78 -7.64
H -5.25 -1.34 -0.89
H 3.84 0.88 -0.41
H -0.51 1.45 -4.51
H -0.47 -1.80 -3.66
H 3.08 -1.74 -1.48
H -2.40 -2.56 0.69
H -0.11 -5.87 2.14
H 1.95 -4.52 1.69
H 1.71 -2.23 0.77
H 1.14 -0.59 -1.32
H 2.96 -1.66 -3.23
H 4.43 0.25 -3.33
H -0.40 2.70 -5.73
H -0.52 2.40 3.19
H -1.77 4.12 -4.41
H -0.78 4.09 -1.78
H 2.01 2.19 1.18
H -0.59 2.04 1.50
H 1.83 2.05 -4.24
H -2.81 -5.49 -2.05
H -0.19 -2.02 -6.10
H -6.35 -3.53 -0.67
H 1.50 1.63 4.39
H -1.67 -3.32 -2.26
H 1.11 -0.12 -3.03
H 2.15 0.05 3.85
H -2.00 2.75 -3.33
H 2.93 4.79 2.20
H 1.34 4.10 2.45
*
```

Calculated values
M   808.7 g mol⁻¹
LUMO (spin up / spin down)   -0.1891 / -0.3104 Eh
Total energy   -66967.3388 eV
Relative energy (zero: lowest compared OMol25 entry of this formula, charge and spin)   10.3 kcal per mole
Maximum force   0.5 eV/A